Entry 1:
This record from OMol25 describes a molecular structure, C5H6N in a non-equilibrium geometry. The level of theory is ωB97M-V/def2-TZVPD.

- HOMO: -14.55 eV
- Total charge: +1
- Energy relative to the best compared isomer or geometry (same formula, charge and spin): 177.4 kcal/mol
- Gap between HOMO and LUMO: 9.124 eV

Geometry as XYZ:
```
12
Properties=species:S:1:pos:R:3:forces:R:3
C 1.21665 -0.24642 -1.37146 0.374 -0.140 0.677
C 0.62452 -0.88532 -0.21929 1.175 -0.782 -0.663
C -0.09222 0.42565 -1.43071 -0.065 3.486 -0.346
C -0.35946 0.12853 1.27492 2.254 0.969 0.182
C 0.98549 -0.51626 1.01397 0.731 -1.005 3.046
N -0.70140 -0.16416 -0.11257 -1.671 0.716 -3.324
H -0.33542 1.54554 -1.56545 1.059 -1.552 0.458
H -0.40665 0.02530 -2.40758 -1.095 -0.757 0.478
H -0.97589 -0.50934 1.88980 -0.409 0.595 0.682
H -0.10907 1.19804 1.49793 -1.221 -0.701 0.174
H 1.80495 -0.62372 1.79288 -0.644 0.317 -1.853
H -1.65149 -0.37783 -0.36243 -0.488 -1.145 0.489
```
Positions in Å, forces in eV/Å.

=====

Entry 2:
This record from OMol25 describes a molecular structure, C42H37AgAsN2O2PS. The level of theory is ωB97M-V/def2-TZVPD.

- HOMO: -7.53 eV
- Energy relative to the best compared isomer or geometry (same formula, charge and spin): 0.0 kcal/mol
- Gap between HOMO and LUMO: 7.780 eV

Geometry as XYZ:
```
87
Properties=species:S:1:pos:R:3:forces:R:3
Ag -1.88913 0.50295 1.43432 -0.092 0.187 -0.045
C -0.68474 -3.74363 -5.16425 -0.006 0.002 0.010
C -1.17463 -3.44369 -3.77399 0.022 -0.029 -0.040
C -1.48781 -2.14845 -3.38643 -0.026 0.054 0.044
C -1.91430 -1.86985 -2.09340 0.015 -0.046 -0.039
C -2.03668 -2.90183 -1.17763 0.085 0.001 -0.056
C -1.74328 -4.20962 -1.55088 -0.007 0.061 -0.040
C -1.31385 -4.46952 -2.83972 -0.005 -0.015 0.032
S -2.45842 -2.58547 0.51702 -0.036 -0.042 0.189
O -1.20247 -2.51304 1.23293 0.166 0.036 0.044
O -3.36918 -3.62445 0.92548 -0.073 -0.061 -0.092
N -3.08735 -1.12710 0.55414 -0.192 -0.010 -0.005
C -4.36690 -0.86473 0.09902 0.090 0.103 0.077
C -5.19832 -1.74104 -0.56767 -0.061 -0.061 -0.066
C -6.47382 -1.35107 -1.01960 0.036 -0.006 0.012
C -6.95289 -0.09068 -0.81651 0.025 0.035 0.027
C -6.14631 0.84229 -0.12388 -0.031 0.018 0.005
C -6.57856 2.16027 0.14394 -0.037 -0.046 -0.037
C -5.77444 3.02075 0.83029 0.050 0.026 0.041
C -4.51420 2.56081 1.25233 -0.047 -0.005 -0.004
N -4.07517 1.34939 1.01680 0.083 -0.086 -0.046
C -4.86298 0.46935 0.33604 0.011 -0.029 -0.003
H -0.70343 -2.85226 -5.79032 -0.002 -0.003 -0.002
H -1.30102 -4.50766 -5.64069 0.004 0.004 -0.004
H 0.34060 -4.11754 -5.14048 -0.001 0.005 0.007
H -1.39738 -1.33954 -4.10288 -0.003 -0.008 -0.002
H -2.14788 -0.85419 -1.79868 -0.042 -0.035 0.010
H -1.85287 -5.00984 -0.83085 -0.013 0.009 0.014
H -1.07890 -5.48812 -3.12699 0.001 0.007 -0.009
H -4.88021 -2.76008 -0.73317 0.012 0.023 0.002
H -7.07993 -2.08278 -1.53906 0.000 0.004 0.000
H -7.93344 0.20820 -1.16411 0.001 0.000 0.002
H -7.55827 2.46778 -0.20279 0.003 0.005 0.007
H -6.08020 4.03320 1.05526 -0.006 -0.009 -0.007
H -3.85480 3.21886 1.80799 0.009 -0.001 -0.015
C 1.41295 0.65226 0.47824 0.039 -0.046 0.066
C 0.86905 -0.54089 -0.29388 -0.026 0.061 -0.027
As 2.05199 -1.30529 -1.67841 -0.027 0.005 0.007
C 3.62385 -1.62328 -0.56381 0.039 0.013 -0.046
C 3.49512 -2.01356 0.76591 -0.015 -0.007 0.036
C 4.61543 -2.31560 1.52882 0.000 -0.001 0.002
C 5.88106 -2.24291 0.96600 -0.003 0.000 0.009
C 6.01928 -1.87447 -0.36527 0.006 0.001 -0.019
C 4.89851 -1.57149 -1.12500 0.009 -0.004 0.025
C 2.56018 0.38988 -2.52027 0.000 0.003 0.005
C 1.84575 0.74528 -3.66192 0.000 -0.004 -0.005
C 2.06745 1.96302 -4.29145 -0.009 0.002 -0.011
C 3.01959 2.83767 -3.79030 0.003 0.007 -0.005
C 3.74506 2.49017 -2.65875 0.012 -0.004 0.014
C 3.51520 1.27612 -2.02645 -0.010 -0.001 -0.001
P 0.29930 1.21199 1.85030 0.048 0.137 -0.325
C 0.70477 2.97948 1.94788 -0.049 0.003 0.071
C -0.32270 3.91430 2.00150 0.017 0.020 0.034
C -0.03753 5.27323 2.03974 -0.023 -0.003 -0.001
C 1.27930 5.70344 2.01963 0.013 0.010 0.000
C 2.31369 4.77660 1.96070 0.000 0.006 0.005
C 2.02839 3.42222 1.92436 -0.001 -0.026 -0.003
C 0.99378 0.46421 3.34366 -0.017 -0.507 0.294
C 1.56648 1.15279 4.40790 0.063 0.196 -0.179
C 2.04275 0.46755 5.51820 0.007 0.065 -0.002
C 1.94916 -0.91216 5.58184 0.014 -0.021 0.027
C 1.35454 -1.60931 4.53899 -0.017 -0.037 -0.013
C 0.86513 -0.92893 3.43737 -0.029 0.046 -0.117
H 1.52673 1.50828 -0.19020 -0.020 0.014 0.020
H 2.39675 0.43671 0.90257 0.008 0.022 0.004
H -0.04735 -0.25952 -0.82174 0.051 -0.026 0.034
H 0.58612 -1.36891 0.35296 -0.051 -0.041 0.050
H 2.51548 -2.08685 1.22437 0.004 0.014 0.000
H 4.49309 -2.60588 2.56506 0.005 -0.002 -0.005
H 6.75548 -2.47686 1.55965 -0.002 0.001 -0.003
H 7.00250 -1.82418 -0.81634 -0.001 0.000 0.009
H 5.02204 -1.28369 -2.16317 -0.005 0.000 -0.001
H 1.10649 0.06043 -4.06499 0.010 -0.002 0.003
H 1.50150 2.22407 -5.17691 0.003 0.000 0.004
H 3.19971 3.78542 -4.28157 -0.001 -0.005 0.003
H 4.49167 3.16817 -2.26375 -0.004 0.000 -0.004
H 4.08491 1.01970 -1.14143 0.006 -0.006 -0.001
H -1.35085 3.57107 2.00809 -0.003 -0.004 -0.004
H -0.84502 5.99294 2.07996 0.010 0.000 0.001
H 1.50381 6.76198 2.04602 -0.001 -0.004 0.000
H 3.34269 5.11186 1.94223 -0.004 0.000 -0.002
H 2.83806 2.70280 1.87606 0.000 0.013 0.009
H 1.64918 2.23247 4.37411 -0.004 -0.008 -0.002
H 2.48577 1.02359 6.33435 0.003 -0.012 0.007
H 2.32220 -1.44345 6.44785 0.000 0.004 0.004
H 1.24772 -2.68550 4.59005 0.000 0.010 0.000
H 0.34690 -1.48464 2.65968 0.020 0.033 0.021
```
Positions in Å, forces in eV/Å.

=====

Entry 3:
This record from OMol25 describes a molecular structure, C18H32N5O5Re in a non-equilibrium geometry. The level of theory is ωB97M-V/def2-TZVPD.

- Multiplicity: 4
- Expectation value of S²: 3.77
- HOMO (alpha / beta): -16.91 / -16.93 eV
- Total charge: +3
- Gap between HOMO and LUMO (alpha / beta): 6.328 / 5.951 eV

Geometry as XYZ:
```
61
Properties=species:S:1:pos:R:3:forces:R:3
Re -0.10148 -0.22834 -0.52533 -0.567 0.416 1.814
C -3.52943 3.54733 -1.84355 -1.684 0.697 -0.752
N -3.35006 2.17079 -1.47441 -0.348 -1.912 0.614
C -4.54860 1.33583 -1.28781 -0.683 0.053 -2.445
C -2.19236 1.65085 -1.34415 1.859 0.235 -0.436
O -1.93076 0.43415 -1.04733 -1.066 -1.203 0.085
C -0.95407 2.49519 -1.58122 -0.629 0.201 -0.636
O 0.14897 1.60566 -1.45775 1.702 0.434 0.118
C 1.55009 2.17791 -1.46193 -1.760 -1.542 0.820
C 2.39410 1.06211 -0.86189 2.501 0.002 0.754
O 1.87047 -0.09241 -0.54350 0.132 0.244 -0.270
N 3.66541 1.29627 -0.61377 -0.840 0.412 -0.249
C 4.59919 0.37875 0.13370 -1.588 0.448 -0.412
C 4.20941 2.64259 -0.97476 0.092 -0.893 0.541
H -3.29227 3.64665 -2.91168 0.285 0.448 0.396
H -3.02688 4.20746 -1.14811 0.317 0.250 -0.225
H -4.61798 3.77712 -1.77260 0.822 -0.168 0.057
H -5.12714 1.41552 -2.25376 0.361 0.072 1.096
H -5.08517 1.76656 -0.49518 -0.966 0.400 1.030
H -4.39254 0.27868 -1.14043 0.650 -0.034 0.275
H -0.97821 3.27395 -0.82460 0.600 0.353 0.000
H -0.92896 2.87499 -2.61073 -0.195 0.345 0.343
H 1.54860 3.01245 -0.79508 0.075 0.648 0.401
H 1.73741 2.45708 -2.46702 0.581 0.171 -0.954
H 4.52759 0.59222 1.19414 -0.334 -0.166 0.190
H 5.59726 0.58437 -0.15583 0.817 0.244 -0.585
H 4.33173 -0.61843 -0.15260 -0.004 -0.604 0.290
H 4.11906 2.73107 -2.04751 0.094 0.506 -0.219
H 5.25771 2.62225 -0.68464 -0.078 0.232 -0.210
H 3.70625 3.41769 -0.39195 0.008 -0.002 -0.225
C -1.51791 -2.95433 0.20293 -0.033 0.546 -0.637
C -1.27345 -4.49223 0.36439 -1.048 -0.543 0.619
N 0.10683 -4.78738 0.28525 1.982 0.329 -1.060
C 0.84727 -4.12579 1.34531 -0.457 -1.639 0.803
C 0.73931 -2.61451 1.27210 0.421 0.487 -0.265
N -0.14067 -2.22166 0.10752 -0.074 -1.116 -0.969
C 0.41705 -2.82370 -1.18510 0.989 0.003 1.033
C 0.66784 -4.38086 -0.98807 0.400 0.210 -0.010
H -2.08135 -2.46182 0.97923 0.011 -0.218 0.492
H -2.06775 -2.73959 -0.72999 0.399 0.056 0.213
H -1.79573 -5.16484 -0.38457 0.154 1.187 0.915
H -1.53897 -4.76545 1.40564 -0.478 -0.046 -0.753
H 1.86746 -4.48804 1.34812 0.305 0.163 -0.244
H 0.41866 -4.54954 2.26651 0.147 0.580 -0.001
H 1.73136 -2.13477 1.23808 -0.399 -0.044 -0.575
H 0.28269 -2.22596 2.14515 -0.692 0.420 0.868
H 1.32222 -2.32713 -1.52709 0.429 0.095 0.362
H -0.31354 -2.63801 -1.91383 -1.323 0.029 -1.261
H 1.77332 -4.55273 -1.00376 -1.038 -0.077 -0.048
H 0.16854 -4.89358 -1.81280 0.250 -0.108 0.097
O 1.78924 1.90208 1.53867 0.937 0.372 -0.806
C 0.73311 1.56250 1.96158 -1.240 -0.640 0.767
C 0.16957 1.86766 3.35972 -0.800 -0.826 -1.629
C -1.28039 1.35530 3.33096 -0.123 -0.797 -0.218
C -1.33559 0.50467 2.05723 -0.939 -1.019 -1.046
O -2.15435 -0.29622 1.61624 0.551 1.014 1.220
N -0.22037 0.76127 1.23712 0.731 0.335 0.416
H 0.27622 2.90101 3.52190 -0.015 1.442 0.210
H 0.79486 1.40153 4.08719 0.406 -0.614 0.532
H -2.05480 2.13530 3.20984 0.425 -0.228 0.232
H -1.53798 0.73054 4.20581 -0.033 0.362 -0.464
```
Positions in Å, forces in eV/Å.

=====

Entry 4:
This record from OMol25 describes C4H4OS in the gas phase in a non-equilibrium geometry. The level of theory is ωB97M-V/def2-TZVPD.

- HOMO: -9.29 eV
- Energy relative to the best compared isomer or geometry (same formula, charge and spin): 35.3 kcal/mol
- Gap between HOMO and LUMO: 7.792 eV

Geometry as XYZ:
```
10
Properties=species:S:1:pos:R:3:forces:R:3
C -1.18878 -1.04361 0.06830 0.078 -0.663 0.059
C 0.11314 -1.00912 -0.24789 0.778 0.272 -0.198
C 0.94263 0.23504 -0.12198 0.228 -1.226 0.289
S 2.58620 0.17147 -0.10150 -1.183 0.316 -0.120
C 0.24909 1.56546 0.10266 0.078 0.633 0.301
O -0.79325 1.92065 -0.39028 0.555 -0.474 0.099
H -1.67456 -0.17306 0.53303 0.028 -0.559 -0.586
H -1.75507 -1.99391 -0.07978 0.435 1.002 0.351
H 0.70622 -1.91017 -0.55989 -0.864 0.957 0.163
H 0.81440 2.23725 0.79733 -0.132 -0.259 -0.358
```
Positions in Å, forces in eV/Å.

=====

Entry 5:
This record from OMol25 describes C4H4ClN3 in the gas phase in a non-equilibrium geometry. The level of theory is ωB97M-V/def2-TZVPD.

- HOMO: -10.85 eV
- Energy relative to the best compared isomer or geometry (same formula, charge and spin): 35.2 kcal/mol
- Gap between HOMO and LUMO: 9.519 eV

Geometry as XYZ:
```
12
Properties=species:S:1:pos:R:3:forces:R:3
H -1.42607 -2.21227 -1.40816 -0.064 -0.074 -0.087
N -1.05457 -1.75094 -0.57900 0.418 0.364 -0.049
C -0.20538 -0.88096 -0.92740 -0.587 -0.245 0.046
N 0.23099 -0.53806 -2.23719 0.183 0.009 0.184
C 1.13566 0.33553 -2.00260 0.259 0.186 -0.893
N 1.39843 0.70355 -0.65147 -0.138 -0.023 0.357
C 0.56788 -0.01032 0.00759 0.028 -0.075 0.781
C 0.41175 -0.00535 1.50565 -0.536 -0.108 -1.193
Cl -1.01784 0.96624 1.95084 -0.036 -0.042 -0.014
H 1.72158 0.81672 -2.78928 -0.231 -0.164 0.232
H 1.26003 0.44625 1.94623 0.823 0.414 0.476
H 0.26432 -1.01211 1.86118 -0.118 -0.242 0.161
```
Positions in Å, forces in eV/Å.